A gas-phase ion, C8H11N2O4S (charge -1) in a non-equilibrium geometry. Source: the Open Molecules 2025 dataset; level of theory: ωB97M-V/def2-TZVPD.

Values from the calculation:
E = -1120.10199 Eh
ΔE to the lowest compared entry with this formula, charge and spin = 85.67 kJ/mol
Multiplicity = 1
Charge = -1
Frontier orbital gap = 8.029 eV
HOMO = -0.1861 Eh

Last column: natural (NBO) charge in e.
Positions of all 26 atoms, in Å:
C1 1.8342 -1.5523 -1.4214  0.683
C2 -0.3072 -1.7299 1.8253  0.803
C3 2.6940 -0.3490 -1.1775  -0.531
C4 -0.2736 -1.3253 0.2270  -0.189
C5 -0.7337 0.0510 -0.0869  -0.265
C6 1.9475 -0.0143 0.1080  0.125
C7 -1.3694 0.0116 -1.5280  -0.630
C8 -1.7845 0.5216 0.9467  -0.655
N1 1.1374 -1.3466 -0.2246  -0.428
N2 2.5352 0.1265 1.3928  -0.887
O1 0.5998 -1.1814 2.4710  -0.786
O2 1.5521 -2.3466 -2.3040  -0.624
O3 -1.2508 -2.3851 2.2263  -0.726
O4 0.6769 2.1221 0.8849  -0.992
S1 0.6371 1.2489 -0.2796  1.216
H1 3.7934 -0.5717 -1.1645  0.231
H2 2.4813 0.4775 -1.8626  0.225
H3 -0.8396 -2.1177 -0.4119  0.230
H4 -1.3154 1.1230 -2.0709  0.205
H5 -2.3688 -0.5041 -1.5396  0.224
H6 -0.6275 -0.6114 -2.2100  0.224
H7 -1.2237 1.1610 1.7433  0.258
H8 -2.2755 -0.4115 1.3392  0.262
H9 -2.4265 1.2748 0.4390  0.199
H10 2.2241 1.2186 1.6817  0.384
H11 1.9654 -0.4110 2.0796  0.448